This record from the Open Molecules 2025 dataset describes C3H9N2O2 as an isolated structure in a non-equilibrium geometry. The level of theory is wB97M-V/def2-TZVPD.

ORCA input file:
```
! wB97M-V def2-TZVPD RIJCOSX def2/J DEFGRID3
* xyz 0 2
N -1.74175 2.95210 0.01927
C -1.49089 1.57196 0.39320
O -0.14109 1.32289 0.60441
H -1.09273 3.22217 -0.71161
H -1.59164 3.56839 0.81015
H -2.06776 1.38366 1.31688
H -1.93939 0.94645 -0.38587
C 1.32751 -1.67314 0.58594
N 0.89385 -0.68352 -0.26258
C 0.25331 -1.20561 -1.45160
O 1.34302 -2.86382 0.34454
H 1.68435 -1.27816 1.54683
H 0.31360 0.41410 0.22526
H 0.93521 -1.92227 -1.90673
H 0.04270 -0.41139 -2.16780
H -0.67346 -1.73920 -1.21420
*
```

Results
Energy above the lowest of the compared OMol25 structures with the same formula, charge and spin, kcal/mol: 27.8
F_max, eV/A: 1.99
Highest occupied orbital energy (spin up / spin down), eV: -9.4 / -9.3
HOMO-LUMO gap (spin up / spin down), eV: 10.19 / 5.96

This record from the Open Molecules 2025 dataset describes an isolated ion of composition C3H9N2O2 and charge +1 in a non-equilibrium geometry. The level of theory is wB97M-V/def2-TZVPD.

ORCA input file:
```
! wB97M-V def2-TZVPD RIJCOSX def2/J DEFGRID3
* xyz 1 1
C -2.23737 0.44871 0.06458
C -1.04271 -0.07080 -0.62829
C -0.08456 -0.67632 0.35861
N 1.41384 -0.36517 0.02209
O 2.00843 -1.07426 -0.87135
N 2.00624 0.73142 0.46134
O 3.16978 0.83039 0.04666
H -1.89025 1.06497 0.92251
H -2.65438 1.29461 -0.55696
H -2.96855 -0.23322 0.42477
H -0.56792 0.84840 -1.04880
H -1.25435 -0.69589 -1.61739
H -0.18134 -0.18174 1.35022
H -0.24670 -1.79707 0.45709
H 2.95694 -1.48352 -0.59278
H 1.57291 1.35947 1.20771
*
```

Results
Energy above the lowest of the compared OMol25 structures with the same formula, charge and spin, kcal/mol: 174.8
F_max, eV/A: 4.33
Highest occupied orbital energy (spin up / spin down), eV: -15.6 / -15.6
HOMO-LUMO gap (spin up / spin down), eV: 9.58 / 9.58

This record from the Open Molecules 2025 dataset describes a 2-piece molecular cluster, C3H9N2O2 overall in a non-equilibrium geometry. The level of theory is wB97M-V/def2-TZVPD.

ORCA input file:
```
! wB97M-V def2-TZVPD RIJCOSX def2/J DEFGRID3
* xyz 1 1
C 1.88600 -0.61333 0.47152
C 2.64056 0.54494 0.09437
C -0.84543 -0.52388 0.51416
N 0.02543 0.04878 -0.47230
N -2.27868 -0.80069 -0.21610
O 1.66111 -1.71197 0.71970
O -0.03972 1.52142 -0.39191
H 2.32786 1.53704 0.51800
H 2.31367 0.68482 -0.98313
H 3.62278 0.17407 0.20715
H -0.98835 0.12429 1.38932
H -0.56818 -1.44063 0.82823
H -2.99134 -0.08236 0.14484
H -2.16629 -0.60190 -1.22364
H -2.69033 -1.64719 -0.04753
H 0.51010 1.70330 -1.18940
*
```

Results
Energy above the lowest of the compared OMol25 structures with the same formula, charge and spin, kcal/mol: 130.0
F_max, eV/A: 5.14
Highest occupied orbital energy, eV: -12.2
HOMO-LUMO gap, eV: 8.72

This record from the Open Molecules 2025 dataset describes a 3-piece molecular cluster, C3H9N2O2 overall. The level of theory is wB97M-V/def2-TZVPD.

ORCA input file:
```
! wB97M-V def2-TZVPD RIJCOSX def2/J DEFGRID3
* xyz 1 1
C 2.05189 0.39976 -0.04089
C 2.76389 -0.33174 0.84917
N 1.92344 -1.32661 1.29025
C 0.73992 -1.20512 0.69297
N 0.79620 -0.15632 -0.10691
H 2.30945 1.27413 -0.59613
H 3.77028 -0.22438 1.19122
H 2.13363 -2.08768 1.92901
H -0.11133 -1.85136 0.78037
H 0.03560 0.13147 -0.75109
H -1.30707 0.61077 -2.47170
H -2.35153 0.60256 -1.31889
O -1.45689 0.29892 -1.57135
H -3.82828 0.75107 0.62216
H -3.60470 2.02109 -0.21988
O -3.86449 1.09344 -0.27830
*
```

Results
Energy above the lowest of the compared OMol25 structures with the same formula, charge and spin, kcal/mol: 4.9
F_max, eV/A: 0.65
Highest occupied orbital energy, eV: -14.4
HOMO-LUMO gap, eV: 11.60

This record from the Open Molecules 2025 dataset describes an isolated ion of composition C3H9N2O2 and charge +1 in a non-equilibrium geometry. The level of theory is wB97M-V/def2-TZVPD.

ORCA input file:
```
! wB97M-V def2-TZVPD RIJCOSX def2/J DEFGRID3
* xyz 1 3
C 1.13535 0.90865 0.24081
C -2.03785 -0.99655 -0.02136
C -1.31522 0.26470 0.38563
N 2.57841 0.61997 -0.12147
N 0.17997 -0.03997 0.20185
O -1.61065 1.34242 -0.38844
O 2.79892 -0.73938 -0.03170
H 0.94596 1.91477 0.46884
H -2.01245 -1.10839 -1.11828
H -2.94819 -0.98954 0.41269
H -1.69182 -1.79101 0.48853
H -1.47929 0.35841 1.41124
H 3.44327 1.02352 0.27492
H 0.47828 -0.88221 -0.18832
H -1.86431 0.96317 -1.27755
H 3.39963 -0.84856 -0.73741
*
```

Results
Energy above the lowest of the compared OMol25 structures with the same formula, charge and spin, kcal/mol: 32.4
F_max, eV/A: 3.94
Highest occupied orbital energy (spin up / spin down), eV: -11.2 / -15.2
HOMO-LUMO gap (spin up / spin down), eV: 7.84 / 6.88

This record from the Open Molecules 2025 dataset describes a 2-piece molecular cluster, C3H9N2O2S overall in a non-equilibrium geometry. The level of theory is wB97M-V/def2-TZVPD.

ORCA input file:
```
! wB97M-V def2-TZVPD RIJCOSX def2/J DEFGRID3
* xyz -1 1
N 1.01186 0.92923 0.56586
C -0.42783 0.69096 0.53773
C -1.04503 1.06017 -0.82432
S -0.55613 2.69385 -1.39395
C -0.83347 -0.72604 0.98932
N -0.29504 -1.66543 -0.04739
O -2.13471 -0.75755 1.19183
H 1.14066 1.74123 -0.03889
H 1.57746 0.17762 0.05996
H -0.92560 1.34791 1.32838
H -0.72914 0.30997 -1.53506
H -2.10244 1.01047 -0.72564
H -0.21096 -0.87101 1.88571
H 0.71563 -1.57259 -0.25120
H 3.09157 -0.72549 -1.17321
H -0.61345 -2.61138 0.10412
O 2.33662 -1.03191 -0.67327
*
```

Results
Energy above the lowest of the compared OMol25 structures with the same formula, charge and spin, kcal/mol: 169.5
F_max, eV/A: 4.27
Highest occupied orbital energy, eV: -4.3
HOMO-LUMO gap, eV: 4.02

This record from the Open Molecules 2025 dataset describes C3H9N2O3S as an isolated structure in a non-equilibrium geometry. The level of theory is wB97M-V/def2-TZVPD.

ORCA input file:
```
! wB97M-V def2-TZVPD RIJCOSX def2/J DEFGRID3
* xyz 1 1
C 0.05187 0.04268 -0.11616
C 1.12212 -1.58748 0.48752
C -0.44852 -1.21167 0.49627
N -0.25896 1.59728 1.17937
N 1.33552 -0.30463 -0.06910
O 0.26390 1.69303 -2.11391
O -1.95440 1.34347 -0.85694
O -1.14330 -1.86972 -0.52480
S -0.93212 0.61480 -1.55624
H 1.68621 -1.85315 1.38872
H 1.26121 -2.46018 -0.26194
H -0.94080 -1.20568 1.36565
H -0.94452 2.19660 0.72989
H 0.64217 1.99225 1.06754
H 2.17016 0.14552 -0.32556
H -0.62261 1.37480 2.16012
H 0.00495 2.31297 -2.71608
H -1.29287 -2.82088 -0.33434
*
```

Results
Energy above the lowest of the compared OMol25 structures with the same formula, charge and spin, kcal/mol: 44.5
F_max, eV/A: 5.62
Highest occupied orbital energy, eV: -13.9
HOMO-LUMO gap, eV: 9.75

This record from the Open Molecules 2025 dataset describes a 2-piece molecular cluster, C3H9N2O3S overall in a non-equilibrium geometry. The level of theory is wB97M-V/def2-TZVPD.

ORCA input file:
```
! wB97M-V def2-TZVPD RIJCOSX def2/J DEFGRID3
* xyz 1 1
C 0.09347 1.09568 -1.16000
C -0.47391 -2.12960 0.34693
C 0.80189 -1.35450 0.31966
N -0.08866 1.80292 -2.30212
N -0.16600 -3.38647 0.86609
O -0.81067 1.32123 -0.19277
O -0.58009 3.79691 -0.20661
O 1.24288 -0.55861 1.22190
S -0.07114 2.49768 0.57930
H -1.22081 -1.49258 0.93037
H -0.78768 -2.24619 -0.73082
H 1.54274 -1.64360 -0.39036
H 0.68727 1.59755 -2.89247
H -0.72057 2.49314 -2.54497
H -0.22865 -4.14834 0.22848
H -1.20818 4.24745 0.40265
H -0.30582 -3.61419 1.86331
H 0.59281 -0.19604 1.78000
*
```

Results
Energy above the lowest of the compared OMol25 structures with the same formula, charge and spin, kcal/mol: 80.8
F_max, eV/A: 4.68
Highest occupied orbital energy, eV: -12.4
HOMO-LUMO gap, eV: 7.53

This record from the Open Molecules 2025 dataset describes a 2-piece molecular cluster, C3H9N2O4P overall in a non-equilibrium geometry. The level of theory is wB97M-V/def2-TZVPD.

ORCA input file:
```
! wB97M-V def2-TZVPD RIJCOSX def2/J DEFGRID3
* xyz -2 1
C -1.44506 0.06524 -0.79434
C -0.25814 2.24178 -1.12798
C -0.38948 1.00840 -0.16980
N 0.45465 0.91879 0.72786
N 0.44552 -0.15111 1.56534
O -0.22780 -4.63050 -1.17973
O 2.11982 -3.48480 -1.45731
O -0.11813 -2.32653 -2.36756
O 0.11322 -2.43709 0.08154
P 0.62979 -3.36528 -1.16032
H -2.38014 0.14255 -0.23629
H -1.52729 0.22458 -1.93087
H -1.15338 -0.98684 -0.63877
H -0.32975 3.33634 -0.89084
H -0.96297 2.08872 -1.94803
H 0.78733 2.17231 -1.57605
H 1.14676 -0.21313 2.28627
H 0.35506 -1.11621 1.00453
H 0.53175 -1.62223 -2.11223
*
```

Results
F_max, eV/A: 4.76
Highest occupied orbital energy, eV: 0.1
HOMO-LUMO gap, eV: 5.91

This record from the Open Molecules 2025 dataset describes a 2-piece molecular cluster, C3H9N2O8S2 overall in a non-equilibrium geometry. The level of theory is wB97M-V/def2-TZVPD.

ORCA input file:
```
! wB97M-V def2-TZVPD RIJCOSX def2/J DEFGRID3
* xyz -1 3
C 1.56152 -0.61595 1.37391
C -0.45958 0.70432 0.68859
C -1.14651 -0.08060 -0.47017
N 0.36260 1.78723 0.37084
N -0.54730 -0.41890 -1.61616
O 3.38602 -1.98842 0.13432
O -1.11613 -2.44977 0.61339
O 1.03957 -2.42004 -0.51337
O 2.16884 -0.38352 -1.21138
O -2.94104 -1.95460 -0.95885
O -2.95405 -0.99196 1.28128
O -2.46922 1.32103 -0.76355
O 0.18514 -0.36950 1.52656
S 2.09542 -1.39708 -0.15606
S -2.18628 -1.39866 0.15204
H 1.97129 0.41443 1.47581
H 2.11710 -1.28437 2.07805
H -1.40571 0.84330 1.37384
H 0.72743 1.59736 -0.57409
H -0.19585 2.67089 0.21202
H -0.97118 -1.05767 -2.26876
H -0.18542 -2.24032 0.15515
H 0.46323 -0.16775 -1.89020
H -3.01582 0.97890 -1.39101
*
```

Results
Energy above the lowest of the compared OMol25 structures with the same formula, charge and spin, kcal/mol: 3.0
F_max, eV/A: 4.86
Highest occupied orbital energy (spin up / spin down), eV: -2.7 / -6.4
HOMO-LUMO gap (spin up / spin down), eV: 5.83 / 6.69

This record from the Open Molecules 2025 dataset describes a 2-piece molecular cluster, C3H9N2OS overall in a non-equilibrium geometry. The level of theory is wB97M-V/def2-TZVPD.

ORCA input file:
```
! wB97M-V def2-TZVPD RIJCOSX def2/J DEFGRID3
* xyz 1 3
C -1.96471 -1.08465 0.30618
C -0.00861 2.07057 -0.61658
C -0.80776 -0.12857 -0.02089
N -1.71980 -2.44333 0.04451
N -1.04024 1.11810 -0.29682
O -2.98841 -0.62805 0.64321
S 3.88842 -0.11032 0.24881
H -0.01164 3.15991 -0.48105
H 0.93351 1.61189 -0.43352
H 0.00655 1.92368 -1.69634
H 0.19296 -0.32657 0.00701
H -0.76642 -2.78026 0.08413
H -2.47810 -3.07667 0.29179
H -2.00397 1.53237 -0.20230
H 3.65313 -0.61298 1.46683
H 5.11507 -0.22513 0.65501
*
```

Results
Energy above the lowest of the compared OMol25 structures with the same formula, charge and spin, kcal/mol: 49.0
F_max, eV/A: 10.23
Highest occupied orbital energy (spin up / spin down), eV: -11.9 / -12.5
HOMO-LUMO gap (spin up / spin down), eV: 8.94 / 3.48

This record from the Open Molecules 2025 dataset describes a 2-piece molecular cluster, C3H9N2OS overall in a non-equilibrium geometry. The level of theory is wB97M-V/def2-TZVPD.

ORCA input file:
```
! wB97M-V def2-TZVPD RIJCOSX def2/J DEFGRID3
* xyz 1 3
C -0.85313 1.52373 -1.29406
C -2.27981 -0.57811 0.71526
C 1.70248 -0.41875 1.33957
N 1.86816 -0.12801 -1.51032
N -0.43270 0.88428 -0.33035
O 0.15779 -1.51164 -0.52455
S 0.92129 -0.33411 -0.38748
H -0.38204 1.80190 -2.19266
H -1.92386 1.82630 -1.41843
H -2.68818 -0.56826 -0.30322
H -2.53836 0.06388 1.55237
H -1.67059 -1.43496 0.81411
H 2.77621 -0.16866 1.18816
H 1.17664 0.14821 2.19617
H 1.52102 -1.51789 1.52874
H 2.64508 0.41209 -1.37329
*
```

Results
Energy above the lowest of the compared OMol25 structures with the same formula, charge and spin, kcal/mol: 135.3
F_max, eV/A: 3.33
Highest occupied orbital energy (spin up / spin down), eV: -11.9 / -16.1
HOMO-LUMO gap (spin up / spin down), eV: 6.91 / 7.35

Repeat the ninth record exactly.
This record from the Open Molecules 2025 dataset describes a 2-piece molecular cluster, C3H9N2O4P overall in a non-equilibrium geometry. The level of theory is wB97M-V/def2-TZVPD.

ORCA input file:
```
! wB97M-V def2-TZVPD RIJCOSX def2/J DEFGRID3
* xyz -2 1
C -1.44506 0.06524 -0.79434
C -0.25814 2.24178 -1.12798
C -0.38948 1.00840 -0.16980
N 0.45465 0.91879 0.72786
N 0.44552 -0.15111 1.56534
O -0.22780 -4.63050 -1.17973
O 2.11982 -3.48480 -1.45731
O -0.11813 -2.32653 -2.36756
O 0.11322 -2.43709 0.08154
P 0.62979 -3.36528 -1.16032
H -2.38014 0.14255 -0.23629
H -1.52729 0.22458 -1.93087
H -1.15338 -0.98684 -0.63877
H -0.32975 3.33634 -0.89084
H -0.96297 2.08872 -1.94803
H 0.78733 2.17231 -1.57605
H 1.14676 -0.21313 2.28627
H 0.35506 -1.11621 1.00453
H 0.53175 -1.62223 -2.11223
*
```

Results
F_max, eV/A: 4.76
Highest occupied orbital energy, eV: 0.1
HOMO-LUMO gap, eV: 5.91